Model A:
ORCA calculation (ωB97M-V with the def2-TZVPD basis set) on a molecular structure, C7H6.

The highest occupied orbital energy comes out at -8.740 eV. The gap between HOMO and LUMO comes out at 9.091 eV.

The geometry in ORCA input format:
```
! RIJCOSX wB97M-V def2-TZVPD def2/J DEFGRID3
* xyz 0 1
C -1.9029 0.7377 -0.3710
C -2.5215 -0.3330 0.0933
C -0.7385 1.5718 -0.6543
C -1.0518 -0.7060 0.1912
C 0.1290 0.6418 -0.2419
C -0.4058 -1.8389 0.4179
C 1.5292 0.4588 -0.0700
H -0.6289 2.7095 -0.7810
H 0.6292 -1.6384 0.7466
H -0.9380 -2.7132 0.7167
H 2.1323 1.3697 -0.0078
H 2.0156 -0.0904 -0.8220
H 1.7520 -0.1693 0.7823
*
```

=====

Model B:
ORCA calculation (ωB97M-V with the def2-TZVPD basis set) on a single C7H6 molecule.

The highest occupied orbital energy (alpha / beta) comes out at -8.300 / -8.501 eV. The gap between HOMO and LUMO (alpha / beta) comes out at 7.881 / 8.371 eV.

The geometry in ORCA input format:
```
! RIJCOSX wB97M-V def2-TZVPD def2/J DEFGRID3
* xyz 0 1
C 2.1938 -0.7215 -0.1051
C 2.2489 0.7559 -0.0173
C 0.8715 -1.1034 -0.1895
C 1.0056 1.1685 0.0485
C -0.0311 -0.0130 -0.0803
C -1.3014 -0.1528 -0.0437
C -2.6250 0.4060 -0.0317
H 3.1399 -1.3101 -0.0641
H 3.1022 1.4160 0.1673
H 0.4143 -2.0906 -0.0613
H -3.1353 0.3854 1.0054
H -2.4927 1.4875 -0.1055
H -3.3905 -0.2279 -0.5227
*
```

=====

The structure with the most favorable energy is model B; the runner-up is 54.9 kJ/mol above it.

=====

Model A:
ORCA calculation (ωB97M-V with the def2-TZVPD basis set) on a single C7H6 molecule.

The highest occupied orbital energy (alpha / beta) comes out at -8.875 / -8.872 eV. As for the SMILES: C1#C[C@@H]2[C@H]3C[C@]23C1. The gap between HOMO and LUMO (alpha / beta) comes out at 8.253 / 8.246 eV.

The geometry in ORCA input format:
```
! RIJCOSX wB97M-V def2-TZVPD def2/J DEFGRID3
* xyz 0 1
C -1.7122 -0.4016 -1.0675
C -1.0079 -1.4222 -1.2103
C -1.2062 0.8948 -0.6097
C 1.3559 0.3856 0.7372
C 0.2540 -1.1497 -0.4871
C 0.2192 -0.7302 0.9165
C 0.1534 0.3450 -0.0862
H -0.9835 1.7153 -1.2152
H -1.7663 1.2872 0.2503
H 1.4375 1.2165 1.4876
H 2.2714 0.0525 0.3831
H 1.1965 -1.2795 -1.0071
H -0.2118 -0.9135 1.9087
*
```

=====

Model B:
ORCA calculation (ωB97M-V with the def2-TZVPD basis set) on a single C7H6 molecule.

The highest occupied orbital energy comes out at -8.647 eV. The gap between HOMO and LUMO comes out at 8.429 eV.

The geometry in ORCA input format:
```
! RIJCOSX wB97M-V def2-TZVPD def2/J DEFGRID3
* xyz 0 1
C -0.3613 2.0511 -0.6963
C -0.9798 2.0629 0.5805
C 0.2780 0.9398 -1.2576
C -1.0523 1.1659 1.5026
C 0.5085 -0.2893 -0.5022
C 0.4938 -1.4457 -0.1663
C 0.5801 -2.6398 0.6881
H -0.5797 2.8800 -1.3292
H -1.3210 3.0110 0.9105
H 0.5328 1.2370 -2.2835
H -0.2438 -2.7823 1.2938
H 0.6404 -3.4981 -0.0642
H 1.5043 -2.6924 1.3237
*
```

=====

The structure with the most favorable energy is model B; the runner-up is 109.1 kJ/mol above it.

=====

Model A:
ORCA calculation (ωB97M-V with the def2-TZVPD basis set) on a single C8H6O2S molecule.

The highest occupied orbital energy comes out at -8.856 eV. As for the SMILES: O=C1C=CC(=O)[C@@]23C[C@]2(S)[C@H]13. The gap between HOMO and LUMO comes out at 7.728 eV.

The geometry in ORCA input format:
```
! RIJCOSX wB97M-V def2-TZVPD def2/J DEFGRID3
* xyz 0 1
C 0.5284 0.0658 -2.5612
C -0.8035 0.0280 -2.2754
C 1.6258 -0.3193 -1.5758
C -1.5218 -0.4151 -1.0387
C -0.2777 -0.6865 1.6039
C 1.1330 -0.7263 -0.2337
C -0.3329 -0.6240 0.1198
C 0.6402 0.3292 0.9367
O 2.8000 -0.3750 -1.7532
O -2.6930 -0.5421 -0.9333
S 0.5648 1.9797 1.3961
H 0.8732 0.1965 -3.5561
H -1.4548 0.2790 -3.0831
H -1.0060 -0.3741 2.2846
H 0.3608 -1.4695 2.0626
H 1.7772 -1.4988 0.1711
H 0.8824 1.7502 2.5992
*
```

=====

Model B:
ORCA calculation (ωB97M-V with the def2-TZVPD basis set) on 2 unconnected molecules or ions with the total composition C8H6O2S.

The highest occupied orbital energy comes out at -9.115 eV. As for the SMILES: C#CC#COC(C)=O.C#CS. The gap between HOMO and LUMO comes out at 9.581 eV.

The geometry in ORCA input format:
```
! RIJCOSX wB97M-V def2-TZVPD def2/J DEFGRID3
* xyz 0 1
C 1.6194 -3.5930 -0.1538
C 0.6887 -2.7027 -0.4966
C 2.4491 -4.4045 0.2451
C 2.6429 0.4673 1.6872
C -0.0031 -1.7469 -0.6390
C 2.5256 1.0123 0.6097
C -1.9860 -0.7337 -0.1978
C -2.7543 0.5414 -0.5431
O -2.5222 -1.6983 0.2743
O -0.7961 -0.7458 -0.8629
S 2.6240 1.7872 -0.8621
H 3.0998 -5.0273 0.6716
H 2.2412 0.1359 2.6371
H -3.2157 1.0793 0.2970
H -3.5591 0.2683 -1.2661
H -1.9616 1.2256 -0.9908
H 3.8582 2.1244 -0.6654
*
```

=====

The structure with the most favorable energy is model A; the runner-up is 271.9 kJ/mol above it.

=====

Model A:
ORCA calculation (ωB97M-V with the def2-TZVPD basis set) on 2 unconnected molecules or ions with the total composition C4H3NO3.

The highest occupied orbital energy comes out at -10.346 eV. As for the SMILES: C=COC#N.O=C=O. The gap between HOMO and LUMO comes out at 10.764 eV.

The geometry in ORCA input format:
```
! RIJCOSX wB97M-V def2-TZVPD def2/J DEFGRID3
* xyz 0 1
C -0.3690 -0.4006 -2.0745
C -1.9374 -0.2070 2.0670
C 1.6050 -0.0763 -0.0302
C 0.7462 0.8368 -0.4076
N -0.4869 -1.3731 -2.6150
O -0.1809 0.6120 -1.3712
O -2.0389 0.9309 2.2209
O -1.8455 -1.3138 1.8927
H 2.2434 0.1626 0.7740
H 1.6130 -1.0012 -0.5528
H 0.6511 1.8296 0.0966
*
```

=====

Model B:
ORCA calculation (ωB97M-V with the def2-TZVPD basis set) on a molecular structure, C4H3NO3.

The highest occupied orbital energy comes out at -9.877 eV. The gap between HOMO and LUMO comes out at 9.302 eV.

The geometry in ORCA input format:
```
! RIJCOSX wB97M-V def2-TZVPD def2/J DEFGRID3
* xyz 0 1
C 1.0714 -0.4569 -0.2264
C -0.1868 -1.1348 0.0123
C -1.3833 -0.3226 -0.2793
C -1.0420 1.1361 0.3371
H 2.7503 0.2036 0.6360
H -0.4255 -2.2493 -0.0649
H -1.9553 1.8142 0.4252
N 0.0888 1.7294 -0.0760
O 2.3755 -0.8609 0.0856
O -2.4678 -0.7581 -0.2290
O 1.1747 0.8994 -0.6207
*
```

=====

Model C:
ORCA calculation (ωB97M-V with the def2-TZVPD basis set) on a single C4H3NO3 molecule.

The highest occupied orbital energy comes out at -10.749 eV. As for the SMILES: N#CCOC(=O)C=O. The gap between HOMO and LUMO comes out at 9.977 eV.

The geometry in ORCA input format:
```
! RIJCOSX wB97M-V def2-TZVPD def2/J DEFGRID3
* xyz 0 1
C 0.7122 0.1630 2.1237
C 0.4374 -0.5148 0.7438
C -0.8765 0.0695 -1.0929
C -0.0813 0.4411 -2.2374
H -0.1086 0.8897 2.6637
H -1.7422 0.5594 -1.2589
H -1.2937 -1.0454 -1.2076
N 0.6991 0.9473 -2.9849
O 1.8700 -0.1273 2.5774
O 0.6036 -1.7911 0.6212
O -0.2199 0.4085 0.0517
*
```

=====

The structure with the most favorable energy is model A; the runner-up is 163.4 kJ/mol above it.